Density functional theory data (the ωB97M-V functional and the def2-TZVPD basis) for C80H75HgIN2O4P4SSi as an isolated structure at a distorted geometry.

XYZ file:
```
169
C80H75HgIN2O4P4SSi (the ωB97M-V functional and the def2-TZVPD basis)
Hg 0.262 -0.071 -0.219
I -1.769 1.685 2.542
C -1.167 2.952 4.112
C -2.265 3.325 4.903
C -2.094 4.168 5.981
C -0.825 4.648 6.256
C 0.293 4.310 5.462
C 1.539 4.903 5.774
C 2.658 4.687 4.968
C 2.568 3.834 3.903
C 1.377 3.115 3.575
P 1.597 2.022 2.115
C 2.112 3.380 0.952
C 3.411 3.661 0.540
C 3.698 4.832 -0.157
C 2.689 5.734 -0.459
C 1.379 5.436 -0.097
C 1.095 4.268 0.594
C 3.199 1.154 2.406
C 3.720 0.437 1.323
C 4.865 -0.335 1.468
C 5.500 -0.424 2.699
C 4.973 0.257 3.787
C 3.827 1.030 3.643
C 0.164 3.397 4.327
H -3.248 2.947 4.654
H -2.948 4.456 6.584
H -0.664 5.323 7.090
H 1.586 5.573 6.626
H 3.595 5.193 5.177
H 3.446 3.697 3.285
H 4.215 2.972 0.771
H 4.722 5.041 -0.451
H 2.917 6.659 -0.977
H 0.575 6.120 -0.349
H 0.072 4.044 0.881
H 3.217 0.480 0.358
H 5.253 -0.883 0.618
H 6.385 -1.039 2.816
H 5.448 0.181 4.758
H 3.423 1.552 4.502
O -1.756 -1.548 1.690
P -2.891 -2.493 1.776
C -3.104 -3.500 0.257
P -2.894 -2.580 -1.303
O -1.846 -1.535 -1.256
C -4.519 -1.935 -1.727
C -5.584 -2.790 -2.001
C -6.820 -2.270 -2.345
C -6.987 -0.892 -2.427
C -5.923 -0.041 -2.169
C -4.677 -0.558 -1.823
C -2.541 -3.824 -2.568
C -2.311 -5.172 -2.330
C -1.969 -6.018 -3.379
C -1.867 -5.520 -4.668
C -2.109 -4.174 -4.915
C -2.444 -3.329 -3.871
C -4.436 -1.683 2.250
C -5.628 -1.663 1.536
C -6.710 -0.928 2.005
C -6.607 -0.216 3.189
C -5.425 -0.245 3.919
C -4.346 -0.977 3.455
C -2.650 -3.757 3.044
C -3.478 -4.873 3.163
C -3.209 -5.835 4.124
C -2.113 -5.688 4.966
C -1.303 -4.567 4.866
C -1.577 -3.597 3.910
H -4.029 -4.079 0.268
H -2.253 -4.184 0.309
H -5.446 -3.866 -1.941
H -7.653 -2.931 -2.551
H -7.951 -0.481 -2.700
H -6.065 1.029 -2.238
H -3.831 0.091 -1.604
H -2.376 -5.572 -1.325
H -1.776 -7.066 -3.186
H -1.594 -6.180 -5.481
H -2.031 -3.787 -5.924
H -2.613 -2.273 -4.049
H -5.722 -2.208 0.611
H -7.633 -0.908 1.437
H -7.447 0.369 3.543
H -5.340 0.316 4.841
H -3.416 -0.983 4.011
H -4.340 -4.988 2.514
H -3.851 -6.703 4.216
H -1.892 -6.452 5.701
H -0.450 -4.452 5.522
H -0.954 -2.718 3.806
C -2.156 5.255 -1.897
Si -2.865 3.529 -2.003
C -3.136 3.175 -3.825
C -4.508 3.544 -1.104
C -1.779 2.277 -1.296
C -1.046 1.431 -0.819
H -2.880 5.978 -2.285
H -1.235 5.337 -2.483
H -1.922 5.527 -0.864
H -3.784 3.933 -4.276
H -3.584 2.195 -3.995
H -2.176 3.192 -4.351
H -5.244 4.129 -1.665
H -4.395 3.996 -0.115
H -4.905 2.536 -0.952
O 1.876 1.688 -1.573
P 2.387 1.522 -2.955
C 4.193 1.450 -2.959
C 4.778 0.348 -2.329
C 6.146 0.319 -2.112
C 6.935 1.393 -2.505
C 6.360 2.488 -3.131
C 4.989 2.519 -3.360
C 1.791 0.130 -3.937
C 0.404 -0.027 -4.016
C -0.139 -0.917 -4.925
C 0.692 -1.661 -5.755
C 2.068 -1.516 -5.671
C 2.619 -0.612 -4.768
C 1.903 2.953 -3.966
C 1.416 2.900 -5.269
C 0.986 4.062 -5.899
C 1.059 5.282 -5.240
C 1.564 5.343 -3.946
C 1.968 4.181 -3.307
H 4.141 -0.465 -1.992
H 6.600 -0.531 -1.618
H 8.001 1.379 -2.311
H 6.975 3.327 -3.433
H 4.539 3.377 -3.842
H -0.236 0.548 -3.351
H -1.214 -1.032 -4.990
H 0.266 -2.357 -6.468
H 2.716 -2.100 -6.312
H 3.694 -0.488 -4.715
H 1.366 1.956 -5.797
H 0.594 4.014 -6.908
H 0.712 6.184 -5.729
H 1.636 6.292 -3.429
H 2.310 4.210 -2.280
N 0.795 -0.416 4.176
C 1.581 -1.477 3.937
N 1.539 -2.228 2.884
C 2.350 -3.336 3.043
C 2.408 -4.422 2.173
C 3.266 -5.475 2.452
C 4.061 -5.472 3.599
C 3.980 -4.421 4.503
C 3.112 -3.375 4.223
S 2.734 -1.984 5.195
H 0.096 -0.115 3.515
H 1.001 0.210 4.937
H 1.771 -4.434 1.296
H 3.318 -6.314 1.769
H 4.739 -6.295 3.791
H 4.570 -4.421 5.411
C 3.274 -3.015 -0.640
C 1.847 -2.573 -0.940
C 1.296 -3.283 -2.174
O 1.787 -1.177 -1.090
H 3.317 -4.090 -0.438
H 3.642 -2.485 0.240
H 3.929 -2.796 -1.492
H 1.236 -2.910 -0.084
H 1.959 -3.147 -3.035
H 0.316 -2.869 -2.429
H 1.185 -4.356 -1.984
```

Output
HOMO-LUMO gap (spin up / spin down) in eV: 3.078 / 5.740
<S²>: 0.773
Charge: -1
LUMO (spin up / spin down) in eV: 1.76 / 1.76
Energy above the lowest of the compared OMol25 structures with the same formula, charge and spin in kJ/mol: 0.0
Spin multiplicity: 2